1.
{"formula": "C33H68N4O3P2S2", "method": "wB97M-V/def2-TZVPD", "gap_ev": 7.430, "energy_ev": -87672.2947, "mol_weight_g_mol": 695.01, "symbols": ["C", "C", "C", "C", "C", "C", "C", "C", "N", "C", "C", "C", "C", "C", "C", "C", "C", "C", "S", "S", "C", "C", "C", "C", "P", "N", "O", "C", "P", "N", "C", "O", "N", "C", "C", "C", "C", "O", "C", "C", "C", "C", "C", "C", "H", "H", "H", "H", "H", "H", "H", "H", "H", "H", "H", "H", "H", "H", "H", "H", "H", "H", "H", "H", "H", "H", "H", "H", "H", "H", "H", "H", "H", "H", "H", "H", "H", "H", "H", "H", "H", "H", "H", "H", "H", "H", "H", "H", "H", "H", "H", "H", "H", "H", "H", "H", "H", "H", "H", "H", "H", "H", "H", "H", "H", "H", "H", "H", "H", "H", "H", "H"], "coordinates": [[-3.87, 4.71, -0.76], [-4.46, 3.79, -1.84], [-3.93, 2.36, -1.70], [-4.46, 1.41, -2.80], [-4.94, 0.03, -2.26], [-3.92, -1.10, -2.51], [-3.16, -1.41, -1.18], [-1.63, -1.56, -1.35], [-1.17, -2.98, -1.42], [0.19, -2.95, -2.01], [0.76, -4.34, -2.31], [1.60, -4.31, -3.61], [3.07, -4.74, -3.38], [3.78, -3.78, -2.41], [3.97, -2.35, -2.98], [4.71, -2.33, -4.34], [3.78, -2.01, -5.55], [-1.13, -3.54, -0.13], [-2.42, -4.39, 0.38], [0.29, -3.43, 0.99], [0.31, -1.78, 1.84], [1.80, -1.37, 1.87], [2.20, -0.25, 2.88], [2.29, 1.18, 2.34], [3.27, 1.26, 0.73], [4.47, 0.01, 0.97], [4.08, 2.70, 0.68], [3.22, 2.02, 3.35], [4.88, 1.42, 3.88], [6.00, 2.17, 3.05], [2.14, 2.28, 4.42], [2.08, 1.98, 5.56], [1.19, 2.97, 3.62], [0.99, 2.09, 2.44], [0.82, 3.16, 1.27], [-0.13, 2.81, 0.12], [0.26, 1.61, -0.76], [-0.22, 1.37, 2.35], [-0.87, 0.96, 3.54], [-2.37, 1.37, 3.43], [-2.49, 2.90, 3.16], [-3.12, 0.56, 2.37], [-4.61, 0.97, 2.31], [-3.11, -0.96, 2.64], [-4.37, 5.69, -0.76], [-2.80, 4.85, -0.89], [-4.08, 4.28, 0.23], [-4.14, 4.21, -2.80], [-5.55, 3.82, -1.77], [-4.15, 2.03, -0.68], [-2.84, 2.42, -1.78], [-5.30, 1.91, -3.29], [-3.67, 1.22, -3.53], [-5.86, -0.20, -2.80], [-5.21, 0.11, -1.21], [-4.42, -2.03, -2.79], [-3.23, -0.86, -3.33], [-3.63, -2.26, -0.68], [-3.31, -0.54, -0.54], [-1.33, -0.97, -2.21], [-1.17, -1.11, -0.46], [0.89, -2.33, -1.42], [0.08, -2.43, -2.97], [-0.05, -5.07, -2.38], [1.42, -4.69, -1.51], [1.14, -4.99, -4.33], [1.64, -3.31, -4.06], [3.13, -5.77, -3.04], [3.54, -4.72, -4.37], [4.74, -4.18, -2.08], [3.19, -3.65, -1.50], [4.58, -1.82, -2.24], [3.01, -1.84, -3.04], [5.12, -3.33, -4.50], [5.55, -1.64, -4.35], [4.19, -1.16, -6.09], [3.67, -2.87, -6.21], [2.77, -1.75, -5.22], [-0.03, -1.99, 2.85], [-0.35, -1.05, 1.38], [2.12, -1.21, 0.84], [2.32, -2.28, 2.21], [3.16, -0.56, 3.29], [1.50, -0.33, 3.72], [5.40, 0.34, 0.74], [4.21, -0.80, 0.42], [4.39, 2.78, -0.23], [3.43, 3.05, 3.03], [5.04, 0.03, 3.70], [5.02, 1.78, 5.24], [6.59, 1.50, 2.56], [0.34, 3.24, 4.09], [1.80, 3.52, 0.93], [0.36, 4.01, 1.78], [-0.09, 3.67, -0.56], [-1.17, 2.76, 0.44], [0.51, 0.73, -0.17], [1.12, 1.88, -1.36], [-0.58, 1.43, -1.44], [-0.51, 1.38, 4.49], [-0.89, -0.12, 3.68], [-2.82, 1.12, 4.40], [-3.13, 3.36, 3.92], [-2.96, 3.03, 2.19], [-1.52, 3.39, 3.14], [-2.67, 0.79, 1.39], [-5.09, 0.53, 1.43], [-4.76, 2.05, 2.25], [-5.13, 0.59, 3.20], [-2.60, -1.21, 3.58], [-4.12, -1.38, 2.72], [-2.57, -1.50, 1.86]]}

=====

2.
{"formula": "C6H9NO", "method": "wB97M-V/def2-TZVPD", "gap_ev": 10.656, "energy_ev": -9898.1727, "mol_weight_g_mol": 111.14, "de_lowest_kj_mol": 717.0, "smiles": "C1[C@@H]2O[C@H]2C[C@H]2N[C@H]12", "symbols": ["C", "C", "O", "C", "C", "C", "N", "C", "H", "H", "H", "H", "H", "H", "H", "H", "H"], "coordinates": [[1.50, 0.52, -0.46], [1.14, -0.93, 0.10], [0.87, -2.40, -0.35], [-0.10, -1.39, -0.43], [-1.43, -0.82, 0.22], [-0.95, 0.59, -0.09], [-0.64, 2.10, 0.24], [0.25, 1.00, 0.38], [1.34, 0.47, -1.47], [2.36, 1.13, -0.04], [1.45, -0.95, 1.19], [-0.26, -0.97, -1.47], [-1.54, -1.16, 1.22], [-2.44, -1.03, -0.40], [-0.91, 0.86, -1.17], [-1.10, 2.26, 1.07], [0.46, 0.71, 1.47]]}

=====

3.
{"formula": "C4H10N3", "method": "wB97M-V/def2-TZVPD", "gap_ev": [7.364, 7.363], "energy_ev": -8766.5969, "mol_weight_g_mol": 100.14, "charge": 1, "de_lowest_kj_mol": 772.1, "symbols": ["C", "C", "C", "C", "N", "N", "N", "H", "H", "H", "H", "H", "H", "H", "H", "H", "H"], "coordinates": [[0.12, 0.62, -0.69], [1.34, -1.03, 0.42], [-1.35, -0.96, 0.27], [0.11, -0.28, 0.50], [0.63, 1.49, -2.81], [0.55, 1.25, -1.63], [-1.91, 1.72, -0.47], [2.27, -0.40, 0.35], [1.38, -1.71, -0.50], [1.55, -1.79, 1.25], [-1.22, -1.68, -0.59], [-2.04, -0.20, 0.07], [-1.68, -1.65, 1.07], [0.07, 0.36, 1.36], [1.26, 2.25, -3.02], [-2.06, 1.62, 0.50], [-1.62, 2.62, -0.68]]}

=====

4.
{"formula": "C41H106F6NO20S2V", "method": "wB97M-V/def2-TZVPD", "gap_ev": 8.005, "energy_ev": -150336.3187, "mol_weight_g_mol": 1162.35, "symbols": ["O", "V", "O", "C", "F", "F", "F", "S", "O", "O", "N", "S", "O", "O", "C", "F", "F", "F", "O", "H", "H", "C", "C", "C", "O", "H", "H", "H", "H", "H", "H", "H", "H", "C", "C", "C", "O", "H", "H", "H", "H", "H", "H", "H", "H", "C", "C", "C", "O", "H", "H", "H", "H", "H", "H", "H", "H", "C", "C", "C", "O", "H", "H", "H", "H", "H", "H", "H", "H", "C", "C", "C", "O", "H", "H", "H", "H", "H", "H", "H", "H", "C", "C", "C", "O", "H", "H", "H", "H", "H", "H", "H", "H", "C", "C", "C", "O", "H", "H", "H", "H", "H", "H", "H", "H", "C", "C", "C", "O", "H", "H", "H", "H", "H", "H", "H", "H", "C", "C", "C", "O", "H", "H", "H", "H", "H", "H", "H", "H", "C", "C", "C", "O", "H", "H", "H", "H", "H", "H", "H", "H", "C", "C", "C", "O", "H", "H", "H", "H", "H", "H", "H", "H", "C", "C", "C", "O", "H", "H", "H", "H", "H", "H", "H", "H", "C", "C", "C", "O", "H", "H", "H", "H", "H", "H", "H", "H"], "coordinates": [[23.33, 22.38, 17.48], [22.97, 20.88, 17.65], [23.92, 20.18, 18.70], [18.78, 20.47, 16.21], [18.70, 20.87, 17.48], [18.23, 19.28, 16.07], [18.14, 21.38, 15.49], [20.64, 20.61, 15.50], [20.66, 20.27, 14.09], [21.09, 21.99, 15.75], [21.66, 19.58, 16.50], [21.57, 18.14, 15.80], [20.21, 17.69, 15.47], [22.56, 17.98, 14.75], [22.06, 16.92, 17.15], [21.10, 16.94, 18.06], [22.11, 15.65, 16.62], [23.25, 17.22, 17.71], [23.78, 20.99, 13.45], [23.89, 20.71, 12.54], [22.91, 21.40, 13.46], [16.52, 15.17, 20.04], [16.83, 16.65, 20.18], [17.28, 17.28, 18.90], [15.72, 17.36, 20.65], [15.97, 14.89, 19.15], [15.87, 14.93, 20.88], [17.44, 14.61, 20.18], [17.58, 16.69, 20.96], [18.21, 16.78, 18.65], [17.37, 18.37, 18.87], [16.52, 17.00, 18.16], [16.03, 17.87, 21.40], [22.25, 10.66, 17.75], [21.86, 11.98, 17.14], [22.06, 11.96, 15.63], [20.48, 12.16, 17.38], [21.84, 9.78, 17.25], [21.85, 10.58, 18.77], [23.34, 10.63, 17.81], [22.51, 12.77, 17.54], [22.26, 12.99, 15.35], [21.23, 11.59, 15.03], [22.95, 11.41, 15.35], [20.43, 12.48, 18.29], [19.29, 24.60, 18.20], [20.60, 25.06, 18.74], [20.70, 26.58, 18.93], [20.72, 24.52, 20.05], [19.16, 25.19, 17.30], [18.40, 24.80, 18.80], [19.20, 23.55, 17.94], [21.49, 24.69, 18.23], [20.72, 27.18, 18.03], [21.68, 26.74, 19.39], [19.91, 26.87, 19.63], [20.12, 25.00, 20.62], [15.84, 23.49, 13.03], [17.38, 23.58, 13.25], [18.11, 22.41, 12.55], [17.83, 24.81, 12.59], [15.59, 23.51, 11.97], [15.39, 24.34, 13.52], [15.40, 22.56, 13.39], [17.61, 23.63, 14.31], [18.07, 22.33, 11.47], [17.63, 21.52, 12.96], [19.14, 22.37, 12.91], [18.78, 24.83, 12.77], [16.88, 17.86, 13.66], [15.81, 18.04, 12.61], [15.40, 19.45, 12.29], [16.14, 17.27, 11.47], [17.21, 16.82, 13.73], [16.55, 18.13, 14.67], [17.75, 18.41, 13.31], [14.90, 17.57, 12.99], [14.82, 19.44, 11.37], [16.20, 20.12, 11.99], [14.98, 20.00, 13.14], [16.31, 16.39, 11.82], [20.35, 15.45, 20.51], [21.24, 14.37, 19.88], [22.44, 14.11, 20.77], [20.37, 13.24, 19.82], [20.93, 16.37, 20.54], [20.09, 15.21, 21.54], [19.43, 15.62, 19.94], [21.54, 14.50, 18.84], [23.02, 15.02, 20.74], [23.08, 13.33, 20.37], [22.23, 13.85, 21.81], [20.33, 12.86, 20.70], [20.85, 24.81, 14.97], [21.53, 25.28, 13.62], [22.33, 24.15, 12.94], [20.51, 25.68, 12.69], [20.41, 25.65, 15.50], [21.65, 24.43, 15.60], [20.12, 24.01, 14.82], [22.16, 26.14, 13.84], [23.16, 23.93, 13.62], [22.73, 24.37, 11.94], [21.77, 23.23, 12.79], [20.87, 26.11, 11.92], [25.92, 19.09, 14.61], [25.52, 19.57, 16.00], [26.68, 20.13, 16.87], [24.47, 20.54, 15.91], [25.13, 18.44, 14.22], [26.73, 18.36, 14.63], [26.10, 19.88, 13.89], [25.07, 18.69, 16.46], [27.19, 21.02, 16.51], [27.44, 19.36, 17.00], [26.33, 20.33, 17.88], [24.31, 20.66, 14.98], [23.16, 15.01, 13.39], [22.31, 14.84, 12.16], [21.33, 15.99, 11.97], [23.15, 14.83, 11.02], [22.58, 15.24, 14.28], [23.79, 15.88, 13.24], [23.85, 14.17, 13.43], [21.73, 13.92, 12.08], [20.51, 15.80, 12.66], [20.80, 15.99, 11.02], [21.73, 16.98, 12.16], [23.64, 14.01, 10.92], [20.61, 19.43, 19.87], [20.62, 20.98, 20.19], [21.54, 21.24, 21.40], [21.21, 21.60, 19.04], [21.62, 19.09, 19.62], [20.02, 19.06, 19.03], [20.19, 18.93, 20.74], [19.60, 21.29, 20.40], [21.55, 22.30, 21.67], [22.60, 20.98, 21.32], [21.08, 20.73, 22.24], [21.19, 22.55, 19.19], [20.91, 20.62, 10.64], [21.35, 21.53, 9.46], [20.26, 22.54, 9.01], [22.43, 22.22, 9.88], [21.74, 19.94, 10.85], [20.06, 19.98, 10.39], [20.76, 21.15, 11.58], [21.63, 20.92, 8.60], [19.27, 22.11, 9.13], [20.44, 22.73, 7.95], [20.20, 23.48, 9.56], [23.14, 21.64, 10.16], [25.66, 12.55, 17.24], [25.43, 13.37, 15.98], [25.32, 14.88, 16.25], [26.45, 13.16, 15.07], [24.96, 12.82, 18.03], [26.63, 12.76, 17.67], [25.57, 11.47, 17.10], [24.55, 12.95, 15.49], [24.73, 15.19, 17.11], [25.10, 15.43, 15.33], [26.30, 15.22, 16.60], [26.94, 12.43, 15.46], [17.49, 14.01, 16.93], [17.93, 13.38, 15.64], [19.21, 14.03, 15.13], [18.15, 12.07, 15.92], [18.12, 13.65, 17.74], [16.45, 13.73, 17.13], [17.70, 15.08, 16.91], [17.02, 13.37, 15.04], [19.77, 13.44, 14.41], [19.95, 14.23, 15.91], [19.00, 14.98, 14.63], [18.94, 12.10, 16.47]]}

=====

5.
{"formula": "C5H12N2O", "method": "wB97M-V/def2-TZVPD", "gap_ev": 7.513, "energy_ev": -10400.5276, "mol_weight_g_mol": 116.16, "de_lowest_kj_mol": 761.9, "symbols": ["C", "C", "C", "O", "H", "H", "H", "H", "H", "H", "H", "H", "C", "C", "N", "N", "H", "H", "H", "H"], "coordinates": [[0.29, -1.94, -0.05], [-1.30, -0.22, -0.05], [-1.60, 0.42, 1.27], [-0.09, -2.40, 1.17], [-1.04, -2.26, 1.30], [-0.27, -2.24, -0.92], [1.34, -2.20, -0.15], [-1.20, 0.45, -0.89], [-1.98, -1.03, -0.32], [-1.38, -0.24, 2.12], [-1.03, 1.33, 1.42], [-2.66, 0.69, 1.37], [1.31, 0.94, -0.07], [1.69, 2.16, -0.44], [1.21, -0.16, -0.93], [1.04, -0.12, -2.17], [0.73, 0.82, -2.47], [1.18, 0.66, 0.97], [1.88, 2.42, -1.47], [1.87, 2.92, 0.30]]}

=====

6.
{"formula": "C6H7N2OS", "method": "wB97M-V/def2-TZVPD", "gap_ev": [6.948, 8.672], "energy_ev": -22187.5876, "mol_weight_g_mol": 155.20, "charge": 1, "de_lowest_kj_mol": 337.0, "symbols": ["C", "C", "C", "C", "C", "C", "N", "N", "O", "S", "H", "H", "H", "H", "H", "H", "H"], "coordinates": [[-0.69, 0.47, -0.97], [-1.77, -0.39, -1.03], [-0.77, -1.66, 0.75], [0.35, 0.31, -0.03], [0.26, -0.87, 0.77], [2.51, 0.49, 0.88], [-1.83, -1.47, -0.17], [1.43, 1.07, 0.20], [2.49, -1.10, -1.11], [3.47, -0.55, -0.20], [-0.81, 1.36, -1.59], [-2.50, -0.26, -1.84], [-0.85, -2.61, 1.31], [3.11, 1.15, 1.67], [-2.57, -2.26, 0.00], [1.62, 1.88, -0.47], [2.00, -0.22, 1.60]]}